Run a
The following is a quantum chemistry calculation of a molecular structure, C4H12N3S, from the Open Molecules 2025 dataset.

Results
- LUMO level: -0.136 Eh
- Frontier orbital gap: 9.77 eV

ORCA input file:
```
! wB97M-V def2-TZVPD RIJCOSX def2/J DEFGRID3
* xyz 1 1
C 1.638 2.199 0.303
C -3.062 -1.263 0.210
C 2.199 -0.071 -2.026
C -0.972 -0.701 1.513
N 0.667 1.208 0.893
N -1.781 -1.503 0.814
N 0.474 0.084 0.446
S 1.118 -0.877 -0.828
H 1.913 2.083 -0.788
H 2.537 2.202 0.851
H 1.024 3.140 0.502
H -3.008 -0.197 -0.186
H -3.224 -1.922 -0.591
H -3.848 -1.331 0.957
H 2.846 -0.725 -2.655
H 3.000 0.388 -1.449
H 1.677 0.686 -2.630
H -0.291 -1.243 2.197
H -1.536 0.216 1.764
H -1.370 -2.373 0.704
*
```

Atomic partial charges in e from the natural (NBO) method, atoms 1 to 2: number 1, C, carries -0.49; number 2, C, carries -0.42

Run b
The following is a quantum chemistry calculation of a gas-phase ion, C4H12N3S (charge +1), from the Open Molecules 2025 dataset.

Results
- LUMO level: -0.122 Eh
- Frontier orbital gap: 9.45 eV
- SMILES: NC[NH2+]/C(=C\S)CN

ORCA input file:
```
! wB97M-V def2-TZVPD RIJCOSX def2/J DEFGRID3
* xyz 1 1
N 0.076 2.801 0.002
C 0.608 1.585 -0.436
N 0.333 0.413 0.556
C -0.294 -0.722 -0.101
C -1.762 -0.541 -0.216
S -2.583 0.900 0.279
C 0.639 -1.897 -0.445
N 1.731 -2.093 0.546
H -0.965 2.786 0.019
H 0.437 3.458 0.710
H 0.065 1.186 -1.280
H 1.646 1.541 -0.604
H 1.192 0.026 0.974
H -0.301 0.910 1.159
H -2.216 -1.204 -0.805
H -3.861 0.414 0.445
H 0.860 -1.860 -1.473
H 0.001 -2.754 -0.292
H 1.762 -3.077 0.794
H 2.632 -1.870 0.167
*
```

Atomic partial charges in e from the natural (NBO) method, atoms 1 to 2: number 1, N, carries -0.84; number 2, C, carries -0.04

Stability summary - winner: run b; margin: 1.558 eV.

Run a
The following is a quantum chemistry calculation of a gas-phase ion, BrHNO2S (charge -1), from the Open Molecules 2025 dataset.

Results
- LUMO level: 0.126 Eh
- Frontier orbital gap: 7.47 eV

ORCA input file:
```
! wB97M-V def2-TZVPD RIJCOSX def2/J DEFGRID3
* xyz -1 1
N 0.171 -0.987 0.046
O -1.243 0.593 -1.587
O 0.578 1.490 -0.175
S -0.662 0.621 -0.221
Br -0.119 -1.136 1.792
H 1.275 -0.580 0.145
*
```

Atomic partial charges in e from the natural (NBO) method, atoms 1 to 2: number 1, N, carries -0.94; number 2, O, carries -1.02

Run b
The following is a quantum chemistry calculation of 2 unconnected molecules or ions with the total composition BrHNO2S, from the Open Molecules 2025 dataset.

Results
- LUMO level (spin up / spin down): 0.137 / 0.137 Eh
- Frontier orbital gap (spin up / spin down): 6.69 / 6.69 eV

ORCA input file:
```
! wB97M-V def2-TZVPD RIJCOSX def2/J DEFGRID3
* xyz -1 1
N 0.222 -1.174 0.731
O -1.060 1.647 0.022
O -0.911 0.461 -2.169
S -0.306 0.789 -0.899
Br 1.046 -0.445 2.170
H 1.010 -1.278 0.145
*
```

Atomic partial charges in e from the natural (NBO) method, atoms 1 to 2: number 1, N, carries -1.04; number 2, O, carries -0.93

Stability summary - winner: run a; margin: 0.218 eV.